[1]
Density functional theory data (ωB97M-V/def2-TZVPD) for a molecular structure, C61H145N8O11.

Cartesian coordinates (Å):
C1 -3.00 0.41 -1.21
O1 -3.78 -0.06 -2.39
C2 -4.73 0.91 -2.77
C3 -4.92 0.92 -4.32
N1 -5.89 -0.15 -4.70
H1 -5.84 -0.98 -4.12
H2 -6.86 0.12 -4.62
C4 -5.79 -0.53 -6.23
C5 -7.05 -1.22 -6.78
O2 -8.13 -0.42 -6.34
C6 -9.32 -1.15 -6.09
H3 -2.20 -0.28 -0.96
H4 -3.60 0.60 -0.33
H5 -2.55 1.37 -1.46
H6 -4.35 1.88 -2.44
H7 -5.70 0.72 -2.31
H8 -3.97 0.80 -4.84
H9 -5.34 1.88 -4.63
H10 -4.76 -0.84 -6.35
H11 -5.86 0.44 -6.71
H12 -7.10 -2.20 -6.31
H13 -6.88 -1.41 -7.84
H14 -9.72 -1.66 -6.97
H15 -10.06 -0.44 -5.70
H16 -9.22 -2.00 -5.41
C7 7.51 4.29 -0.27
O3 7.11 3.06 0.24
C8 8.14 2.42 0.98
C9 7.50 1.03 1.32
N2 7.35 0.02 0.15
H17 8.17 -0.03 -0.43
H18 7.23 -0.90 0.54
C10 5.99 0.22 -0.63
C11 5.98 -0.75 -1.88
O4 7.05 -0.36 -2.77
C12 7.20 -1.20 -3.83
H19 6.68 4.78 -0.76
H20 8.30 4.36 -1.02
H21 7.67 5.01 0.53
H22 8.43 2.87 1.93
H23 9.07 2.38 0.41
H24 6.50 1.06 1.75
H25 8.11 0.41 1.98
H26 5.96 1.24 -1.01
H27 5.16 0.19 0.07
H28 5.06 -0.65 -2.45
H29 6.06 -1.80 -1.58
H30 8.07 -0.94 -4.44
H31 6.35 -1.20 -4.52
H32 7.27 -2.23 -3.51
C13 0.64 2.28 -1.37
O5 0.51 3.32 -2.36
C14 0.03 2.80 -3.57
C15 -0.10 3.93 -4.63
N3 -1.35 4.81 -4.34
H33 -2.13 4.25 -4.67
H34 -1.42 4.93 -3.34
C16 -1.33 6.17 -5.11
C17 -2.41 7.17 -4.57
O6 -2.12 7.43 -3.19
C18 -3.07 8.36 -2.61
H35 1.44 1.57 -1.60
H36 -0.26 1.67 -1.43
H37 0.85 2.75 -0.41
H38 -0.94 2.33 -3.40
H39 0.76 2.06 -3.90
H40 -0.11 3.58 -5.66
H41 0.85 4.47 -4.59
H42 -1.47 5.92 -6.16
H43 -0.34 6.59 -4.92
H44 -3.37 6.72 -4.83
H45 -2.53 8.05 -5.21
H46 -4.07 7.99 -2.83
H47 -3.08 9.39 -2.97
H48 -3.06 8.47 -1.52
C19 -1.67 -2.68 0.78
O7 -2.88 -3.51 0.88
C20 -4.08 -2.97 0.38
C21 -5.22 -4.02 0.61
N4 -5.06 -5.23 -0.34
H49 -5.90 -5.77 -0.24
H50 -5.19 -4.93 -1.29
C22 -3.86 -6.14 -0.15
C23 -3.81 -6.80 1.22
O8 -5.14 -7.18 1.67
C24 -5.19 -7.97 2.85
H51 -1.62 -2.02 1.65
H52 -1.66 -2.07 -0.12
H53 -0.85 -3.40 0.84
H54 -4.00 -2.83 -0.69
H55 -4.23 -1.93 0.69
H56 -6.20 -3.62 0.33
H57 -5.34 -4.37 1.63
H58 -2.94 -5.57 -0.30
H59 -3.93 -6.97 -0.86
H60 -3.43 -6.11 1.97
H61 -3.13 -7.65 1.18
H62 -4.97 -9.03 2.72
H63 -6.17 -7.97 3.32
H64 -4.44 -7.69 3.58
C25 3.40 -4.24 -0.40
C26 3.55 -4.69 1.12
C27 3.02 -3.65 2.03
C28 3.15 -4.05 3.52
N5 2.74 -2.97 4.57
C29 3.57 -1.71 4.57
C30 3.27 -1.02 5.93
C31 2.92 -2.20 6.93
C32 3.12 -3.46 6.02
C33 1.24 -2.64 4.41
H65 4.26 -4.66 -0.93
H66 3.33 -3.16 -0.56
H67 2.48 -4.67 -0.78
H68 4.59 -4.90 1.38
H69 2.89 -5.54 1.29
H70 1.96 -3.52 1.80
H71 3.49 -2.68 1.91
H72 4.08 -4.56 3.77
H73 2.50 -4.90 3.74
H74 3.18 -1.10 3.75
H75 4.62 -1.98 4.52
H76 2.38 -0.41 6.07
H77 4.17 -0.50 6.26
H78 1.89 -1.99 7.22
H79 3.48 -2.24 7.87
H80 2.56 -4.36 6.25
H81 4.17 -3.64 5.81
H82 0.68 -3.51 4.75
H83 0.93 -2.38 3.39
H84 1.05 -1.77 5.04
C34 -5.63 6.11 5.43
C35 -5.15 5.04 4.37
C36 -3.88 4.38 4.91
C37 -3.29 3.57 3.67
N6 -2.08 2.66 4.01
C38 -1.64 1.68 2.92
C39 -1.18 0.42 3.64
C40 -1.24 0.62 5.12
C41 -2.22 1.73 5.25
C42 -0.82 3.58 4.18
H85 -5.75 5.65 6.41
H86 -6.64 6.41 5.15
H87 -5.00 6.99 5.33
H88 -5.06 5.55 3.42
H89 -5.96 4.31 4.37
H90 -4.13 3.81 5.80
H91 -3.22 5.17 5.26
H92 -3.12 4.19 2.79
H93 -4.02 2.79 3.44
H94 -0.91 2.14 2.25
H95 -2.54 1.55 2.32
H96 -0.19 0.13 3.28
H97 -1.85 -0.36 3.28
H98 -0.35 1.03 5.58
H99 -1.50 -0.22 5.77
H100 -2.31 2.37 6.12
H101 -3.20 1.26 5.25
H102 -0.01 2.98 4.58
H103 -1.09 4.30 4.95
H104 -0.52 4.02 3.23
C43 3.55 3.73 8.33
C44 3.41 2.89 7.03
C45 4.15 3.49 5.93
C46 3.94 2.58 4.77
N7 4.19 3.27 3.39
C47 3.23 4.45 3.24
C48 2.93 4.55 1.68
C49 3.63 3.25 1.11
C50 3.78 2.32 2.27
C51 5.66 3.81 3.37
H105 3.25 3.26 9.26
H106 2.91 4.61 8.30
H107 4.60 3.94 8.53
H108 2.34 2.82 6.85
H109 3.77 1.87 7.17
H110 5.20 3.57 6.21
H111 3.75 4.49 5.72
H112 2.91 2.22 4.79
H113 4.51 1.66 4.89
H114 3.70 5.36 3.60
H115 2.32 4.27 3.82
H116 3.48 5.40 1.26
H117 1.88 4.65 1.43
H118 4.62 3.49 0.71
H119 3.13 2.81 0.25
H120 4.38 1.41 2.22
H121 2.80 1.89 2.42
H122 5.75 4.35 2.43
H123 6.37 2.99 3.41
H124 5.93 4.50 4.18
C52 -0.06 -5.80 -9.49
C53 0.45 -5.58 -8.04
C54 -0.66 -5.03 -7.20
C55 -0.21 -4.53 -5.84
N8 -1.24 -3.79 -4.96
C56 -1.84 -2.51 -5.56
C57 -2.20 -1.66 -4.32
C58 -1.53 -2.27 -3.18
C59 -0.44 -3.23 -3.66
C60 -2.30 -4.78 -4.65
H125 -0.40 -4.84 -9.87
H126 -1.04 -6.28 -9.40
H127 0.60 -6.32 -10.18
H128 1.26 -4.84 -8.06
H129 0.79 -6.57 -7.73
H130 -1.47 -5.75 -7.09
H131 -1.08 -4.19 -7.74
H132 0.47 -3.70 -6.05
H133 0.29 -5.29 -5.24
H134 -2.59 -2.80 -6.30
H135 -1.02 -1.99 -6.06
H136 -3.28 -1.71 -4.15
H137 -1.92 -0.64 -4.57
H138 -2.30 -2.82 -2.62
H139 -1.12 -1.59 -2.44
H140 -0.09 -3.99 -2.96
H141 0.48 -2.75 -4.01
H142 -1.83 -5.74 -4.44
H143 -2.96 -4.94 -5.51
H144 -2.84 -4.45 -3.77
O9 0.47 -0.85 -0.03
C61 1.66 -0.47 0.47
O10 2.61 -0.43 -0.33
O11 1.74 -0.27 1.71
H145 1.09 -0.89 -0.76

Output
F_max = 6.160 eV Å⁻¹
charge = +7
relative energy (zero: lowest compared OMol25 entry of this formula, charge and spin) = 80.8 kcal per mole
lowest unoccupied orbital energy = -12.9 eV
HOMO energy = -21.14 eV
calculated total energy = -99969.4455 eV
HOMO-LUMO gap = 8.252 eV



[2]
Density functional theory data (ωB97M-V/def2-TZVPD) for a molecular structure, C21H23IN5O2S4SbW.

Cartesian coordinates (Å):
W1 -0.85 1.15 -0.16
C1 0.82 -2.89 -1.02
C2 1.16 -2.78 -2.30
C3 0.95 -1.55 -3.02
C4 0.24 -0.57 -2.40
N1 -0.22 -0.63 -1.13
C5 0.26 -1.72 -0.24
C6 -0.16 0.66 -3.12
C7 0.01 0.83 -4.49
C8 -0.30 2.04 -5.07
C9 -0.77 3.06 -4.27
C10 -0.96 2.81 -2.93
N2 -0.68 1.63 -2.38
H1 0.86 -3.85 -0.52
H2 1.53 -3.65 -2.83
H3 1.29 -1.44 -4.03
H4 -0.63 -2.12 0.28
H5 0.39 0.01 -5.08
H6 -0.16 2.19 -6.13
H7 -0.97 4.05 -4.66
H8 -1.30 3.59 -2.26
S1 1.56 5.22 -2.57
Sb1 1.32 4.36 -0.48
S2 1.49 1.96 -0.64
S3 -1.04 4.63 0.15
S4 2.55 5.24 1.20
C11 2.64 -3.08 1.28
C12 2.09 -1.76 1.84
C13 3.30 -0.80 1.96
C14 1.49 -2.09 3.22
C15 1.04 -1.11 0.94
N3 0.46 0.07 1.18
H9 3.43 -3.41 1.96
H10 3.06 -2.96 0.28
H11 1.87 -3.86 1.25
H12 4.08 -1.29 2.55
H13 3.03 0.13 2.44
H14 3.69 -0.58 0.97
H15 2.25 -2.59 3.83
H16 0.64 -2.77 3.11
H17 1.16 -1.19 3.74
C16 -1.92 3.04 -0.03
H18 -2.63 3.17 -0.85
H19 -2.50 2.91 0.89
I1 -3.42 0.51 -1.60
C17 -2.19 0.17 1.37
C18 -2.64 -1.15 1.14
C19 -3.37 -1.84 2.09
C20 -3.70 -1.19 3.28
C21 -3.29 0.12 3.40
N4 -2.56 0.77 2.49
H20 -2.47 -1.61 0.18
H21 -3.70 -2.85 1.89
H22 -4.28 -1.67 4.06
H23 -3.56 0.69 4.29
O1 1.20 0.97 3.16
N5 0.56 0.99 2.11
O2 -0.15 2.02 1.73

Output
F_max = 0.647 eV Å⁻¹
expectation value of S² = 2.05
charge = -2
relative energy (zero: lowest compared OMol25 entry of this formula, charge and spin) = 87.9 kcal per mole
lowest unoccupied orbital energy (spin up / spin down) = 4.1 / 4.2 eV
HOMO energy (spin up / spin down) = -1.95 / -1.97 eV
calculated total energy = -93500.3361 eV
spin multiplicity = 3
HOMO-LUMO gap (spin up / spin down) = 6.097 / 6.124 eV



[3]
Density functional theory data (ωB97M-V/def2-TZVPD) for 6 unconnected molecules or ions with the total composition C30H47BO16S.

Cartesian coordinates (Å):
C1 2.26 -2.88 -0.36
C2 1.11 -3.05 -0.67
C3 -0.29 -3.13 -1.05
C4 -0.78 -1.98 -1.96
O1 -2.13 -1.67 -1.73
C5 -3.08 -2.70 -1.97
C6 -4.48 -2.18 -1.69
C7 -4.73 -0.73 -2.17
C8 -0.54 -2.40 -3.42
O2 -1.21 -1.49 -4.31
S1 -0.47 -0.09 -4.39
O3 -1.27 0.78 -5.18
O4 0.90 -0.30 -4.76
C9 -0.50 0.43 -2.70
C10 -0.02 -0.66 -1.71
B1 -0.20 -0.05 -0.24
O5 -1.42 0.24 0.32
O6 0.93 0.19 0.50
H1 3.27 -2.75 -0.06
H2 -0.45 -4.09 -1.56
H3 -0.94 -3.16 -0.17
H4 -2.90 -3.55 -1.31
H5 -3.02 -3.06 -3.00
H6 -5.19 -2.85 -2.17
H7 -4.62 -2.25 -0.61
H8 -4.99 -0.09 -1.32
H9 -5.59 -0.71 -2.83
H10 -3.89 -0.32 -2.73
H11 -0.96 -3.38 -3.62
H12 0.53 -2.45 -3.64
H13 0.22 1.26 -2.70
H14 -1.49 0.81 -2.47
H15 1.05 -0.80 -1.87
H16 -2.01 0.80 -0.20
H17 0.89 1.11 0.81
O7 2.09 3.15 1.45
C11 3.08 3.04 0.78
C12 4.48 2.70 1.27
C13 5.36 3.09 0.08
C14 4.40 2.88 -1.09
O8 3.09 3.18 -0.55
H18 4.51 1.62 1.47
H19 4.70 3.25 2.18
H20 6.27 2.51 -0.02
H21 5.63 4.14 0.15
H22 4.39 1.85 -1.44
H23 4.58 3.54 -1.93
O9 5.70 -4.77 3.39
C15 4.67 -4.20 3.54
C16 3.55 -4.52 4.53
C17 2.37 -3.72 3.98
C18 3.08 -2.56 3.29
O10 4.33 -3.10 2.83
H24 3.87 -4.18 5.52
H25 3.38 -5.59 4.56
H26 1.66 -3.40 4.73
H27 1.84 -4.31 3.24
H28 3.30 -1.74 3.98
H29 2.53 -2.17 2.44
O11 8.20 4.02 -0.40
C19 8.60 4.45 0.64
C20 9.06 5.86 0.96
C21 9.80 5.68 2.28
C22 9.08 4.48 2.88
O12 8.67 3.69 1.75
H30 8.17 6.49 1.06
H31 9.68 6.25 0.15
H32 9.78 6.56 2.93
H33 10.84 5.43 2.08
H34 8.19 4.77 3.44
H35 9.71 3.87 3.52
O13 -7.51 -1.16 -4.45
C23 -8.23 -0.28 -4.08
C24 -9.50 0.24 -4.75
C25 -9.72 1.57 -4.04
C26 -9.09 1.32 -2.68
O14 -8.02 0.39 -2.93
H36 -10.30 -0.47 -4.55
H37 -9.35 0.33 -5.82
H38 -10.76 1.88 -3.97
H39 -9.17 2.36 -4.56
H40 -9.79 0.85 -1.98
H41 -8.67 2.21 -2.22
O15 -3.72 -2.56 1.38
C27 -3.85 -2.00 2.43
C28 -3.50 -0.57 2.78
C29 -3.52 -0.59 4.31
C30 -4.52 -1.69 4.60
O16 -4.39 -2.62 3.51
H42 -4.28 0.08 2.37
H43 -2.54 -0.30 2.35
H44 -3.79 0.36 4.77
H45 -2.53 -0.88 4.68
H46 -5.55 -1.33 4.61
H47 -4.33 -2.23 5.53

Output
F_max = 1.001 eV Å⁻¹
relative energy (zero: lowest compared OMol25 entry of this formula, charge and spin) = 0.0 kcal per mole
lowest unoccupied orbital energy = 0.4 eV
HOMO energy = -9.45 eV
calculated total energy = -76145.4224 eV
HOMO-LUMO gap = 9.873 eV